# C51H94N2O34

A cluster of 12 separate species, C51H94N2O34 in total in a non-equilibrium geometry (ωB97M-V/def2-TZVPD, the Open Molecules 2025 dataset).

Calculated values
Kohn-Sham gap = 8.04 eV
E_LUMO = -1.04 eV
SMILES = O=[N+]([O-])c1ccccc1.O=[N+]([O-])c1ccccc1.COC(=O)OC.COC(=O)OC.COC(=O)OC.COC(=O)OC.COC(=O)OC.COC(=O)OC.COC(=O)OC.COCCOCCOC.COCCOCCOC.COCCOCCOC

Cartesian coordinates (Å):
C -20.250 -11.778 -6.901
O -20.157 -11.757 -8.347
C -21.228 -12.378 -9.013
C -22.588 -11.662 -8.887
O -22.665 -10.313 -9.361
C -23.680 -9.565 -8.857
C -24.126 -8.349 -9.740
O -23.215 -7.423 -10.202
C -22.734 -6.622 -9.128
H -19.437 -11.248 -6.405
H -20.330 -12.761 -6.437
H -21.168 -11.251 -6.642
H -21.355 -13.399 -8.652
H -21.086 -12.339 -10.093
H -22.863 -11.697 -7.832
H -23.357 -12.175 -9.464
H -23.395 -9.262 -7.849
H -24.570 -10.188 -8.774
H -24.825 -7.775 -9.131
H -24.649 -8.756 -10.605
H -22.285 -5.721 -9.548
H -21.978 -7.215 -8.615
H -23.437 -6.256 -8.379
C -23.830 -20.190 -4.233
O -23.852 -18.775 -4.046
C -24.703 -18.424 -3.008
C -25.005 -16.878 -3.145
O -25.606 -16.694 -4.417
C -26.768 -17.432 -4.558
C -27.943 -16.778 -5.328
O -29.213 -17.372 -4.986
C -30.367 -17.161 -5.738
H -22.998 -20.394 -4.907
H -24.763 -20.489 -4.711
H -23.764 -20.783 -3.321
H -24.111 -18.611 -2.112
H -25.587 -19.052 -2.888
H -23.998 -16.461 -3.179
H -25.489 -16.403 -2.291
H -27.272 -17.524 -3.596
H -26.573 -18.449 -4.898
H -27.862 -16.851 -6.412
H -28.036 -15.734 -5.028
H -31.147 -17.868 -5.455
H -30.136 -17.496 -6.749
H -30.859 -16.197 -5.612
C -29.912 -14.632 -3.100
O -28.955 -14.145 -2.120
C -28.837 -12.724 -2.114
C -28.562 -12.219 -0.695
O -29.669 -12.708 0.117
C -29.843 -11.787 1.234
C -30.896 -12.303 2.184
O -30.344 -13.389 2.927
C -30.557 -14.667 2.376
H -30.887 -14.150 -3.019
H -30.085 -15.702 -2.986
H -29.497 -14.482 -4.096
H -29.667 -12.232 -2.621
H -28.034 -12.315 -2.727
H -28.592 -11.133 -0.784
H -27.656 -12.573 -0.205
H -30.155 -10.798 0.900
H -28.912 -11.644 1.783
H -31.824 -12.571 1.678
H -31.118 -11.453 2.831
H -29.758 -14.801 1.648
H -31.539 -14.864 1.945
H -30.424 -15.445 3.127
C -28.274 -7.413 -8.840
C -27.926 -6.162 -8.370
C -27.075 -5.300 -9.034
C -26.556 -5.684 -10.306
C -26.902 -6.985 -10.752
C -27.771 -7.768 -10.079
N -25.538 -4.860 -11.062
O -25.018 -3.950 -10.409
O -25.296 -5.133 -12.226
H -29.022 -8.025 -8.356
H -28.347 -5.757 -7.462
H -26.986 -4.321 -8.587
H -26.588 -7.308 -11.734
H -27.963 -8.735 -10.519
C -24.911 -7.040 1.641
C -25.527 -8.270 1.600
C -25.472 -9.049 0.460
C -24.962 -8.524 -0.732
C -24.429 -7.256 -0.705
C -24.336 -6.524 0.484
N -24.967 -9.419 -1.856
O -25.200 -10.590 -1.647
O -24.870 -8.923 -3.015
H -24.849 -6.467 2.554
H -25.901 -8.772 2.479
H -25.785 -10.081 0.524
H -24.031 -6.801 -1.600
H -23.836 -5.567 0.480
C -23.047 -15.100 -6.269
O -22.438 -16.369 -6.587
C -21.891 -16.629 -7.854
O -21.903 -15.800 -8.688
O -21.403 -17.910 -8.010
C -21.882 -18.977 -7.218
H -23.800 -15.048 -7.055
H -22.378 -14.240 -6.261
H -23.480 -15.210 -5.275
H -21.070 -19.358 -6.599
H -22.171 -19.820 -7.846
H -22.714 -18.781 -6.543
C -29.462 -4.729 -5.226
O -28.294 -4.356 -4.357
C -27.110 -4.945 -4.503
O -26.848 -5.807 -5.326
O -26.258 -4.366 -3.638
C -24.921 -4.840 -3.645
H -29.451 -3.943 -5.981
H -30.348 -4.614 -4.601
H -29.497 -5.674 -5.768
H -24.245 -4.232 -3.044
H -24.384 -5.040 -4.572
H -24.976 -5.827 -3.185
C -23.929 -14.393 0.470
O -22.667 -13.817 0.259
C -22.315 -13.493 -1.026
O -22.933 -13.782 -2.033
O -21.212 -12.717 -0.940
C -20.436 -12.301 -2.043
H -24.270 -14.943 -0.407
H -24.625 -13.598 0.736
H -23.825 -15.168 1.230
H -19.562 -12.943 -2.150
H -20.150 -11.249 -2.043
H -20.961 -12.296 -2.998
C -27.030 -14.112 -8.487
O -27.893 -13.457 -7.684
C -29.153 -14.001 -7.473
O -29.618 -15.031 -7.930
O -29.951 -13.281 -6.643
C -29.736 -11.901 -6.429
H -26.880 -15.127 -8.121
H -26.130 -13.497 -8.485
H -27.448 -14.180 -9.492
H -29.266 -11.243 -7.161
H -29.073 -11.709 -5.585
H -30.714 -11.504 -6.158
C -28.910 -8.132 -3.867
O -29.200 -8.575 -2.502
C -28.850 -7.808 -1.457
O -29.020 -8.159 -0.237
O -28.266 -6.620 -1.808
C -27.795 -5.686 -0.781
H -27.872 -8.223 -4.187
H -29.178 -7.100 -4.094
H -29.637 -8.657 -4.487
H -28.496 -4.918 -0.453
H -26.811 -5.275 -1.005
H -27.616 -6.270 0.121
C -25.429 -13.072 -4.188
O -24.998 -11.986 -4.956
C -25.863 -10.938 -5.180
O -26.938 -10.837 -4.602
O -25.380 -10.019 -6.081
C -26.072 -8.774 -6.365
H -25.577 -12.662 -3.189
H -24.597 -13.764 -4.052
H -26.358 -13.431 -4.631
H -25.785 -8.038 -5.614
H -27.160 -8.780 -6.423
H -25.659 -8.223 -7.210
C -21.586 -4.965 -2.316
O -21.757 -6.375 -2.595
C -21.790 -6.745 -3.843
O -21.783 -6.023 -4.867
O -22.078 -8.052 -3.816
C -22.425 -8.692 -5.049
H -20.560 -4.697 -2.570
H -21.663 -4.752 -1.249
H -22.246 -4.274 -2.840
H -23.499 -8.641 -5.224
H -22.148 -9.743 -4.969
H -21.872 -8.241 -5.873



# C4H10N2O2

A cluster of 2 separate species, C4H10N2O2 in total in a non-equilibrium geometry (ωB97M-V/def2-TZVPD, the Open Molecules 2025 dataset).

Calculated values
relative energy (zero: lowest compared OMol25 entry of this formula, charge and spin) = 43.9 kcal/mol
Kohn-Sham gap = 10.16 eV
E_LUMO = 0.24 eV
SMILES = CNC=O.CNC=O

Cartesian coordinates (Å):
O -0.567 3.731 4.158
C 0.352 3.168 3.582
N 0.236 2.662 2.405
C -0.994 2.523 1.646
H 1.407 3.084 3.938
H 1.064 2.250 1.968
H -1.558 3.454 1.821
H -1.682 1.668 1.752
H -0.607 2.536 0.613
O -0.299 -4.105 -3.792
C 0.728 -3.501 -3.480
N 0.817 -2.760 -2.391
C -0.348 -2.284 -1.646
H 1.693 -3.568 -4.040
H 1.741 -2.418 -2.118
H -0.726 -3.011 -0.908
H -1.143 -2.088 -2.386
H -0.115 -1.341 -1.123



# C2H8N2O2

A cluster of 2 separate species, C2H8N2O2 in total in a non-equilibrium geometry (ωB97M-V/def2-TZVPD, the Open Molecules 2025 dataset).

Calculated values
relative energy (zero: lowest compared OMol25 entry of this formula, charge and spin) = 61.9 kcal/mol
Kohn-Sham gap = 9.36 eV
E_LUMO = 0.78 eV
SMILES = O=CO.NCN

Cartesian coordinates (Å):
N -1.999 -0.890 1.664
C -2.056 -1.043 0.279
N -1.443 -0.012 -0.681
H -2.271 -0.003 1.991
H -0.993 -1.026 1.954
H -3.151 -0.846 -0.068
H -1.784 -2.042 -0.184
H -1.539 1.040 -0.580
H -1.570 -0.237 -1.727
O 2.078 1.811 -0.576
C 2.295 0.549 -0.791
O 1.676 -0.326 0.059
H 2.718 0.222 -1.761
H 1.217 0.294 0.708



# AgH12O6

A structure of composition AgH12O6 in a non-equilibrium geometry (ωB97M-V/def2-TZVPD, the Open Molecules 2025 dataset).

Calculated values
relative energy (zero: lowest compared OMol25 entry of this formula, charge and spin) = 9.5 kcal/mol
Kohn-Sham gap = 9.14 eV
E_LUMO = -3.47 eV
total charge = +1

Cartesian coordinates (Å):
Ag 0.008 0.161 0.029
O -0.156 2.561 -0.768
H 0.352 3.241 -0.310
H -0.485 2.937 -1.617
O -0.442 -1.263 -1.809
H -0.063 -1.524 -2.654
H -1.272 -1.703 -1.712
O 2.285 -0.088 -0.715
H 2.193 0.404 -1.526
H 2.990 0.380 -0.251
O -2.098 -0.387 0.686
H -1.975 -1.228 0.306
H -2.744 0.194 0.174
O 0.270 -1.909 1.193
H 0.333 -2.588 0.493
H -0.360 -2.341 1.789
O 0.654 1.174 2.006
H 0.722 0.428 2.593
H -0.211 1.550 2.093